[1]
58
Properties=species:S:1:pos:R:3:forces:R:3:lowdin_charge:R:1 method="wB97M-V/def2-TZVPD" lumo_ev="-4.48 / -4.48" charge=+1 e_homo_ev="-12.0 / -12.0" homo_lumo_gap_ev="7.53 / 7.52"
Rh 0.072605 -0.382056 -0.018537 0.80 0.47 0.26 0.846
O 0.482288 1.512562 -0.527965 -0.02 -0.04 -0.21 -0.378
S -0.357932 2.046863 0.599763 -0.49 0.14 -0.16 0.376
O -0.026831 3.316139 1.107841 0.13 -0.07 0.10 -0.177
O -0.258332 0.857867 1.575349 0.01 -0.17 -0.07 -0.440
O -1.791852 1.974413 0.091821 0.14 0.21 0.13 -0.472
C -5.416881 0.679015 1.240184 0.02 0.03 0.00 -0.124
C -3.993683 0.816303 1.780731 0.29 0.34 -0.03 -0.486
C -3.696280 2.260166 2.168621 -0.02 -0.01 0.07 -0.122
Sb -2.603730 0.025999 0.316681 -0.59 -0.76 -0.34 1.705
C -2.590448 -2.122978 0.964870 0.10 1.06 -0.58 -0.475
C -3.978940 -2.469134 1.464110 0.15 -0.40 0.33 -0.125
C -2.153302 -3.026434 -0.178147 0.07 -0.34 0.28 -0.147
C -3.422713 0.165401 -1.654506 0.18 0.10 -0.08 -0.499
C -2.273370 0.094284 -2.660835 -0.03 0.03 -0.04 -0.137
C -4.501337 -0.871888 -1.944592 -0.04 0.03 0.03 -0.113
H -6.112026 1.064102 1.989574 0.01 -0.01 -0.01 0.095
H -5.710327 -0.344531 1.020623 0.01 -0.07 0.00 0.053
H -5.555069 1.277339 0.337295 0.00 0.01 0.01 0.085
H -3.836881 0.177852 2.650261 -0.08 -0.05 0.01 0.085
H -3.787923 2.935231 1.319440 0.00 0.00 0.01 0.084
H -2.701524 2.385200 2.594012 -0.01 0.00 0.00 0.074
H -4.422585 2.569234 2.923739 0.00 -0.01 0.01 0.093
H -1.848154 -1.981221 1.752145 -0.05 -0.63 0.17 0.073
H -4.697026 -2.502051 0.645101 -0.02 0.06 -0.01 0.076
H -4.344992 -1.811733 2.244854 -0.04 0.07 0.05 0.061
H -3.951523 -3.474944 1.898587 -0.02 0.00 -0.05 0.100
H -3.008259 -3.299759 -0.793999 -0.03 0.02 -0.01 0.074
H -1.734336 -3.958818 0.215876 -0.04 -0.01 -0.01 0.088
H -1.397343 -2.588754 -0.821316 -0.02 0.04 -0.07 0.015
H -3.847792 1.171704 -1.677639 -0.02 0.00 0.06 0.100
H -1.841508 -0.910360 -2.691301 0.01 0.01 0.01 0.066
H -1.484113 0.814330 -2.440710 0.00 0.01 0.00 0.060
H -2.647211 0.315059 -3.662978 -0.01 -0.02 0.00 0.093
H -4.078793 -1.872332 -2.028108 0.01 -0.02 0.01 0.066
H -4.969351 -0.639406 -2.903734 0.02 0.00 0.00 0.094
H -5.292344 -0.892466 -1.195592 -0.01 0.02 -0.01 0.060
S 2.154889 -6.849729 -0.053196 -0.01 0.01 -0.02 1.007
C 1.769289 -5.107519 -0.077042 0.01 -0.01 -0.01 -0.487
C 1.544598 -4.442891 -1.277736 0.03 0.01 0.00 -0.048
C 1.162664 -3.117860 -1.245368 0.04 0.02 0.03 -0.126
N 1.019855 -2.431876 -0.101696 -0.51 -0.12 0.19 -0.060
C 1.290946 -3.059672 1.051670 0.05 0.02 -0.05 -0.112
C 1.667789 -4.388275 1.105832 0.00 0.02 0.00 -0.046
C 0.454860 -7.405779 0.045034 0.00 -0.01 0.01 -0.517
C -0.114860 -7.700440 1.273698 0.00 0.01 0.00 -0.078
C -1.445182 -8.099792 1.299879 -0.01 0.00 -0.03 -0.133
N -2.200669 -8.212143 0.211154 0.02 0.01 0.00 0.071
C -1.632589 -7.947247 -0.962694 0.00 0.00 0.03 -0.133
C -0.311462 -7.545033 -1.102317 0.00 0.00 0.00 -0.079
H 1.650394 -4.955381 -2.223504 0.00 0.00 0.01 0.118
H 0.960458 -2.582321 -2.165237 -0.03 -0.01 0.00 0.120
H 1.200727 -2.472354 1.955868 -0.02 0.01 0.01 0.119
H 1.865257 -4.858691 2.058784 0.00 0.00 0.00 0.119
H 0.458826 -7.626349 2.187695 0.00 -0.01 -0.01 0.107
H -1.921693 -8.339754 2.243572 -0.01 0.00 -0.01 0.111
H -2.260204 -8.065909 -1.838654 -0.01 0.00 0.01 0.111
H 0.107123 -7.354787 -2.081563 0.00 -0.01 0.01 0.106

***

[2]
15
Properties=species:S:1:pos:R:3:forces:R:3:lowdin_charge:R:1 method="wB97M-V/def2-TZVPD" lumo_ev=-6.26 charge=+1 e_homo_ev=-14.0 homo_lumo_gap_ev=7.70
C -0.586503 0.799415 -1.230961 0.78 1.03 2.83 -0.183
C -1.836163 0.059136 0.712372 1.06 1.01 -2.75 -0.706
C 0.261913 0.996524 1.368574 -0.65 -0.10 -0.68 -0.515
C 1.392255 -1.170173 -0.909063 -2.96 -1.34 1.13 -0.220
N -1.558648 0.301646 -0.558508 -0.40 -0.81 2.29 0.083
N -0.882766 0.373527 1.694274 0.13 -0.80 0.15 -0.060
O 1.602148 0.810952 -2.633687 0.29 0.33 -0.21 -0.460
F 0.506603 -1.789853 -0.001470 -0.63 0.88 -0.17 -0.091
S 0.570530 -0.139443 -2.248703 0.16 -0.74 -0.27 0.999
Cl -3.274654 -0.623588 1.247519 0.28 0.20 -0.26 0.891
Cl 1.216201 1.346588 2.681176 0.13 -0.08 0.26 0.790
H -0.236867 1.880828 -1.096103 -0.92 -1.03 -0.70 0.151
H 1.766506 -2.048534 -1.318473 1.35 -0.91 -1.86 0.089
H 2.064477 -0.675433 -0.300805 1.53 1.81 0.56 0.081
H -1.005030 -0.121591 2.593858 -0.14 0.55 -0.32 0.150

***

[3]
84
Properties=species:S:1:pos:R:3:forces:R:3:lowdin_charge:R:1 method="wB97M-V/def2-TZVPD" smiles=Fc1ccccc1.Fc1ccccc1.Fc1ccccc1.Fc1ccccc1.Fc1ccccc1.Fc1ccccc1.CO.CO lumo_ev=0.70 e_homo_ev=-8.9 homo_lumo_gap_ev=9.59
F 5.467118 -3.302102 0.052128 -0.31 -0.10 0.44 0.056
C 4.965417 -3.275734 -1.195788 1.32 -0.80 -0.12 -0.307
C 5.539799 -4.105944 -2.137412 0.00 -1.01 -0.71 -0.018
C 5.176468 -3.993561 -3.474071 0.21 0.06 0.25 -0.082
C 4.257141 -3.041509 -3.871529 0.14 0.05 0.61 -0.086
C 3.668365 -2.273032 -2.895223 0.32 -0.03 0.11 -0.076
C 4.017321 -2.390112 -1.552928 -1.91 2.17 0.57 -0.013
H 6.190987 -4.941680 -1.893511 0.16 0.48 0.40 0.118
H 5.667117 -4.626056 -4.189983 0.05 -0.24 -0.22 0.100
H 4.003809 -2.835647 -4.886130 -0.05 -0.21 -0.63 0.098
H 2.992677 -1.524278 -3.221353 -0.74 0.55 0.10 0.088
H 3.514795 -1.706206 -0.810423 0.77 -0.91 -0.76 0.125
F -2.326027 -1.666043 4.521242 0.17 -0.62 -0.44 0.033
C -1.550096 -2.570910 3.845522 1.59 0.19 2.34 -0.266
C -0.262925 -2.842590 4.433085 -2.16 1.68 -0.03 -0.027
C 0.617369 -3.533452 3.671984 0.18 -1.70 0.06 -0.113
C 0.142722 -4.240319 2.554223 -0.46 1.48 -0.77 -0.081
C -1.140503 -4.035490 2.017983 0.99 0.23 1.99 -0.041
C -2.015410 -3.172584 2.730578 1.48 -0.67 -0.91 -0.030
H -0.069071 -2.417769 5.423902 0.16 -0.01 -0.54 0.125
H 1.644040 -3.729975 3.991934 -0.34 0.20 0.02 0.115
H 0.910107 -4.751707 2.029428 0.16 -0.83 -0.66 0.090
H -1.424471 -4.568552 1.138998 -0.33 -0.08 -0.46 0.095
H -2.955507 -2.878881 2.387004 -1.46 0.12 -0.66 0.094
F 0.635451 1.533455 4.170688 0.56 -0.42 -0.35 0.053
C 1.720337 1.133991 3.431482 -1.70 0.12 1.45 -0.309
C 2.188993 -0.113260 3.535487 1.88 -2.98 -0.66 -0.008
C 3.347212 -0.504034 2.744034 -0.98 -0.62 1.13 -0.067
C 3.906681 0.424422 1.913396 0.55 1.01 -1.81 -0.119
C 3.324397 1.711717 1.798554 0.80 -0.41 -0.22 -0.061
C 2.259436 2.028525 2.593159 1.05 1.12 -1.21 -0.041
H 1.667196 -0.862782 4.118635 0.13 0.16 0.16 0.096
H 3.807079 -1.532974 2.762854 -0.89 1.17 0.25 0.126
H 4.733459 0.178774 1.207297 -0.58 0.04 0.89 0.119
H 3.693449 2.481919 1.104202 -0.02 -0.65 0.35 0.118
H 1.869958 2.993791 2.544706 -0.79 1.42 -0.07 0.106
F -6.907721 1.634508 -0.443082 0.51 -0.15 0.89 0.034
C -5.872233 1.147202 0.320142 -0.08 -0.12 -0.87 -0.280
C -4.786716 0.655568 -0.361124 1.38 -0.83 0.80 -0.021
C -3.705770 0.074880 0.339919 -2.23 0.82 0.68 -0.043
C -3.808319 0.002962 1.746511 1.71 -0.39 -0.82 -0.087
C -4.886172 0.549389 2.407905 -0.83 -0.69 1.41 -0.089
C -5.933629 1.091056 1.693367 -1.13 0.64 -0.39 -0.037
H -4.715311 0.621271 -1.417981 -0.34 0.33 -0.87 0.109
H -2.932353 -0.333843 -0.279949 0.53 -0.19 0.31 0.071
H -2.990139 -0.486174 2.289129 -0.44 0.30 -0.02 0.083
H -5.070953 0.409366 3.510563 0.70 0.27 -1.26 0.130
H -6.851669 1.443135 2.154292 0.21 -0.01 0.19 0.121
F 2.317170 2.096338 -1.441135 -0.58 0.57 -1.34 0.016
C 1.724788 2.542635 -2.618105 0.44 0.63 -0.12 -0.254
C 0.961402 1.651769 -3.363174 1.32 -1.09 1.58 -0.034
C 0.328002 2.101669 -4.506907 -0.37 -1.09 -0.11 -0.086
C 0.476161 3.415452 -4.915792 0.83 -0.29 0.53 -0.101
C 1.412107 4.244922 -4.307117 -0.74 -1.21 1.35 -0.063
C 2.002398 3.832058 -3.091379 -0.59 -1.02 -0.99 0.000
H 1.095207 0.600349 -2.977182 -0.99 0.94 -0.80 0.126
H -0.228365 1.358856 -5.104222 0.13 0.67 0.34 0.117
H -0.066481 3.769787 -5.743686 -0.47 0.32 -1.06 0.086
H 1.574069 5.190735 -4.762189 0.39 0.77 0.07 0.094
H 2.746366 4.409878 -2.621282 0.60 0.73 0.66 0.096
F -0.441988 2.973373 1.175282 1.00 -0.01 0.10 0.058
C -1.589604 3.306344 0.591231 -0.82 -1.21 -1.18 -0.283
C -1.770259 3.087023 -0.800203 -0.47 1.52 0.71 0.021
C -3.013253 3.505986 -1.282351 -1.38 -0.14 0.11 -0.084
C -4.103407 3.888528 -0.466553 -0.22 0.74 -1.57 -0.100
C -3.861726 3.908505 0.858598 1.19 -0.36 -0.02 -0.126
C -2.640372 3.627078 1.416463 0.74 0.12 0.56 -0.009
H -0.966804 2.813549 -1.490451 -0.23 -0.06 0.47 0.103
H -3.321136 3.477399 -2.301365 0.69 -0.22 -1.01 0.092
H -5.132710 4.274370 -0.826234 2.01 -1.06 0.19 0.146
H -4.622493 4.083108 1.495809 -2.50 0.82 2.11 0.075
H -2.506667 3.671023 2.504339 0.09 -0.09 -0.54 0.132
C -0.033577 -0.566047 0.937665 0.36 0.84 1.23 -0.108
O 1.130419 -0.671899 0.111240 0.69 0.28 0.41 -0.153
H 0.099662 -1.130107 1.905195 -0.21 0.45 -0.95 0.081
H -0.309097 0.509140 1.187710 0.49 -1.17 -0.34 0.095
H -0.857054 -0.985521 0.371614 -0.05 -0.21 -0.03 0.050
H 1.956324 -0.356232 0.561767 -1.31 -0.27 -0.26 0.068
C -1.017033 -2.148432 -2.340457 0.33 0.65 2.10 -0.162
O 0.361381 -1.885877 -2.344435 0.92 0.50 -0.05 -0.145
H -1.638643 -1.288374 -2.002726 0.32 -0.27 -0.42 0.073
H -1.339345 -2.517904 -3.268295 -0.23 -0.09 -1.53 0.062
H -1.183662 -2.951133 -1.649448 -0.52 -0.60 0.64 0.065
H 0.734315 -1.697076 -1.446075 -0.77 -0.05 -0.77 0.053